# 1
{"formula": "C41H58N12OPS", "method": "ωB97M-V with the def2-TZVPD basis set", "species": ["C", "C", "N", "C", "C", "P", "S", "C", "C", "C", "O", "C", "N", "C", "N", "N", "H", "H", "H", "H", "H", "H", "H", "H", "H", "H", "H", "H", "H", "H", "H", "H", "H", "H", "N", "C", "C", "C", "C", "H", "H", "H", "H", "H", "N", "C", "C", "C", "C", "H", "H", "H", "H", "H", "N", "C", "C", "C", "C", "H", "H", "H", "H", "H", "N", "C", "C", "C", "C", "H", "H", "H", "H", "H", "N", "C", "C", "C", "C", "H", "H", "H", "H", "H", "N", "C", "C", "C", "C", "H", "H", "H", "H", "H", "N", "C", "C", "C", "C", "H", "H", "H", "H", "H", "N", "C", "C", "C", "C", "H", "H", "H", "H", "H"], "positions_angstrom": [[5.842, -2.942, 3.232], [5.337, -4.220, 3.898], [3.855, -4.139, 4.034], [3.102, -4.281, 2.975], [1.717, -4.165, 3.042], [0.782, -4.427, 1.502], [1.286, -3.166, 0.108], [1.180, -3.878, 4.284], [-0.274, -3.670, 4.553], [-0.683, -2.198, 4.530], [0.169, -1.510, 5.426], [-0.758, -1.488, 3.141], [0.363, -0.597, 2.928], [2.104, -3.781, 5.374], [1.669, -3.509, 6.690], [3.409, -3.906, 5.263], [5.250, -2.093, 3.557], [5.753, -2.991, 2.154], [6.878, -2.752, 3.478], [5.531, -5.047, 3.228], [5.767, -4.387, 4.870], [3.583, -4.492, 2.034], [1.130, -5.738, 1.125], [-0.583, -4.528, 1.781], [-0.852, -4.240, 3.839], [-0.541, -4.043, 5.530], [-1.692, -2.164, 4.930], [-0.328, -0.789, 5.810], [-1.639, -0.857, 3.176], [-0.933, -2.194, 2.326], [0.230, 0.006, 2.133], [1.240, -1.088, 2.863], [1.222, -4.324, 7.090], [1.024, -2.725, 6.694], [2.859, -5.810, -1.241], [4.098, -6.364, -1.048], [4.378, -7.160, -2.125], [3.266, -7.084, -3.006], [2.347, -6.245, -2.433], [2.394, -5.180, -0.604], [4.676, -6.143, -0.166], [5.279, -7.730, -2.271], [3.159, -7.585, -3.952], [1.378, -5.918, -2.771], [-1.330, -1.553, -1.703], [-1.452, -2.457, -2.723], [-2.508, -2.067, -3.504], [-3.044, -0.879, -2.935], [-2.295, -0.588, -1.826], [-0.639, -1.591, -0.976], [-0.779, -3.293, -2.806], [-2.857, -2.575, -4.388], [-3.879, -0.305, -3.300], [-2.362, 0.217, -1.117], [-5.426, -3.595, -3.631], [-6.582, -3.023, -4.086], [-7.203, -3.926, -4.908], [-6.391, -5.091, -4.947], [-5.304, -4.856, -4.148], [-4.766, -3.157, -3.014], [-6.861, -2.027, -3.789], [-8.135, -3.769, -5.424], [-6.583, -5.995, -5.498], [-4.457, -5.475, -3.905], [-0.510, 2.123, -2.800], [-1.257, 2.820, -1.888], [-1.046, 4.155, -2.101], [-0.142, 4.272, -3.190], [0.166, 3.003, -3.600], [-0.470, 1.123, -2.872], [-1.870, 2.312, -1.166], [-1.490, 4.958, -1.538], [0.237, 5.183, -3.622], [0.809, 2.652, -4.389], [-1.431, 6.437, 1.065], [-0.136, 6.870, 0.990], [0.593, 6.171, 1.912], [-0.297, 5.274, 2.569], [-1.537, 5.459, 2.024], [-2.186, 6.777, 0.499], [0.153, 7.636, 0.289], [1.647, 6.287, 2.097], [-0.051, 4.575, 3.350], [-2.481, 4.985, 2.228], [-2.831, 9.290, 4.010], [-2.242, 9.945, 5.060], [-1.042, 9.337, 5.306], [-0.900, 8.275, 4.370], [-2.016, 8.270, 3.578], [-3.725, 9.520, 3.618], [-2.727, 10.780, 5.536], [-0.342, 9.620, 6.074], [-0.073, 7.594, 4.288], [-2.303, 7.640, 2.759], [2.003, -7.036, -6.535], [2.603, -5.820, -6.340], [3.351, -5.540, -7.450], [3.197, -6.629, -8.352], [2.359, -7.534, -7.760], [1.395, -7.494, -5.883], [2.445, -5.263, -5.433], [3.943, -4.654, -7.602], [3.649, -6.733, -9.323], [1.987, -8.483, -8.103], [-1.281, 10.703, 0.925], [0.029, 10.990, 0.663], [0.149, 11.215, -0.683], [-1.142, 11.058, -1.255], [-2.003, 10.745, -0.237], [-1.655, 10.488, 1.833], [0.759, 11.009, 1.454], [1.060, 11.464, -1.200], [-1.408, 11.166, -2.293], [-3.062, 10.549, -0.239]], "mulliken_charge": [-1.055, -0.517, 0.761, -0.473, 0.631, 0.261, -0.339, 0.003, -1.832, 0.004, -0.560, -0.499, -0.483, 0.316, -0.572, -0.868, 0.329, 0.357, 0.365, 0.331, 0.394, 0.626, 0.273, 0.134, 0.624, 0.430, 0.495, 0.358, 0.532, 0.063, 0.249, 0.155, 0.304, 0.370, 0.158, -0.288, -0.819, -0.399, -0.435, 0.130, 0.314, 0.399, 0.377, 0.418, 0.298, -0.382, -0.944, -0.459, -0.873, 0.101, 0.558, 0.604, 0.461, 0.596, 0.009, -0.424, -0.473, -0.486, -0.408, 0.267, 0.373, 0.393, 0.397, 0.368, 0.175, -0.548, -0.126, -0.705, -0.453, 0.148, 0.291, 0.419, 0.392, 0.398, 0.093, -0.601, -0.527, -0.330, -0.766, 0.232, 0.463, 0.451, 0.465, 0.492, 0.007, -0.508, -0.912, 0.220, -0.737, 0.190, 0.410, 0.404, 0.470, 0.484, 0.016, -0.366, -0.493, -0.418, -0.510, 0.218, 0.373, 0.405, 0.392, 0.382, 0.129, -0.482, -0.441, -0.497, -0.467, 0.181, 0.380, 0.411, 0.414, 0.378], "spin_multiplicity": 1, "charge": 1}

# 2
{"formula": "C41H60BaClN2O2", "method": "ωB97M-V with the def2-TZVPD basis set", "species": ["Ba", "C", "N", "C", "C", "C", "N", "C", "C", "C", "C", "C", "C", "C", "O", "C", "C", "C", "C", "C", "C", "C", "C", "C", "C", "C", "C", "C", "C", "C", "O", "C", "C", "C", "C", "C", "C", "C", "C", "H", "H", "H", "H", "H", "H", "H", "H", "H", "H", "H", "H", "H", "H", "H", "H", "H", "H", "H", "H", "H", "H", "H", "H", "H", "H", "H", "H", "H", "H", "H", "H", "H", "H", "H", "H", "H", "H", "H", "H", "H", "H", "H", "H", "H", "H", "H", "H", "H", "H", "H", "H", "H", "H", "Cl", "C", "C", "C", "C", "C", "C", "C", "H", "H", "H", "H", "H", "H"], "positions_angstrom": [[0.260, -0.500, 0.808], [-1.079, 1.567, -2.694], [-1.375, 0.398, -1.872], [-2.787, 0.386, -1.492], [-1.035, -0.853, -2.570], [0.468, -1.113, -2.671], [1.028, -1.821, -1.503], [0.584, -3.240, -1.511], [0.566, -3.995, -0.191], [1.218, -5.215, -0.113], [1.086, -6.045, 1.003], [0.279, -5.581, 2.031], [-0.414, -4.365, 2.007], [-0.279, -3.543, 0.863], [-0.889, -2.367, 0.734], [-1.269, -4.023, 3.259], [-2.100, -2.731, 3.182], [-0.330, -3.879, 4.477], [-2.269, -5.160, 3.526], [1.791, -7.396, 1.061], [1.540, -8.106, 2.392], [3.299, -7.193, 0.905], [1.287, -8.295, -0.075], [2.509, -1.702, -1.584], [3.360, -2.347, -0.514], [4.346, -3.255, -0.900], [5.334, -3.676, -0.017], [5.217, -3.205, 1.289], [4.235, -2.324, 1.746], [3.299, -1.823, 0.801], [2.389, -0.880, 1.048], [4.327, -1.921, 3.238], [3.208, -0.994, 3.736], [4.256, -3.196, 4.098], [5.666, -1.208, 3.493], [6.596, -4.438, -0.457], [6.468, -4.956, -1.889], [7.796, -3.475, -0.405], [6.905, -5.627, 0.462], [-1.651, 1.548, -3.634], [-0.018, 1.623, -2.942], [-1.341, 2.476, -2.150], [-3.445, 0.332, -2.374], [-3.032, 1.294, -0.935], [-2.992, -0.477, -0.850], [-1.481, -0.864, -3.579], [-1.503, -1.661, -2.003], [0.992, -0.161, -2.766], [0.687, -1.675, -3.591], [1.189, -3.797, -2.239], [-0.437, -3.257, -1.883], [1.839, -5.520, -0.957], [0.176, -6.198, 2.919], [-1.481, -1.833, 3.178], [-2.734, -2.683, 4.074], [-2.736, -2.702, 2.295], [0.419, -3.097, 4.295], [0.206, -4.812, 4.693], [-0.904, -3.597, 5.369], [-2.980, -5.246, 2.692], [-2.837, -4.947, 4.443], [-1.780, -6.132, 3.652], [1.898, -7.507, 3.241], [2.074, -9.061, 2.402], [0.473, -8.314, 2.545], [3.683, -6.544, 1.701], [3.539, -6.709, -0.049], [3.828, -8.156, 0.948], [0.203, -8.442, 0.006], [1.775, -9.277, -0.035], [1.494, -7.850, -1.056], [2.732, -0.630, -1.568], [2.842, -2.092, -2.553], [4.363, -3.573, -1.939], [5.972, -3.522, 2.008], [2.224, -1.411, 3.528], [3.244, -0.005, 3.276], [3.302, -0.877, 4.820], [3.302, -3.715, 3.931], [4.322, -2.932, 5.161], [5.064, -3.900, 3.872], [5.750, -0.320, 2.856], [6.526, -1.856, 3.285], [5.726, -0.887, 4.541], [6.370, -4.136, -2.610], [5.598, -5.617, -2.000], [7.364, -5.529, -2.152], [7.614, -2.603, -1.046], [8.714, -3.976, -0.747], [7.964, -3.109, 0.615], [6.117, -6.377, 0.410], [7.006, -5.317, 1.509], [7.848, -6.099, 0.161], [-1.325, 3.921, 4.448], [-0.900, 2.359, 5.154], [-1.320, 2.134, 6.457], [-1.046, 0.930, 7.096], [-0.357, -0.052, 6.375], [0.043, 0.182, 5.071], [-0.170, 1.416, 4.377], [0.297, 1.608, 3.026], [-1.858, 2.921, 6.976], [-1.369, 0.760, 8.118], [-0.148, -1.017, 6.834], [0.542, -0.612, 4.524], [1.369, 1.334, 2.921], [0.135, 2.622, 2.659]], "mulliken_charge": [1.755, -1.120, 0.398, -1.039, -0.738, -0.975, 0.831, -2.098, 0.889, -0.055, -0.905, 0.361, -0.449, 0.607, -1.531, 2.236, -1.764, -1.307, -1.869, 2.399, -2.199, -1.833, -1.844, -2.088, 0.949, 0.529, -0.532, -0.164, -0.238, 0.814, -1.731, 2.503, -2.230, -1.796, -1.937, 1.913, -2.029, -1.617, -1.508, 0.366, 0.283, 0.367, 0.340, 0.379, 0.234, 0.333, 0.471, 0.369, 0.320, 0.079, 1.016, 0.180, 0.242, 0.132, 0.505, 0.329, 0.009, 0.287, 0.481, 0.395, 0.473, 0.251, 0.352, 0.440, 0.420, 0.305, 0.274, 0.544, 0.377, 0.452, 0.292, 0.565, 0.264, 0.379, 0.193, 0.035, 0.348, 0.653, 0.210, 0.492, 0.356, 0.350, 0.313, 0.490, 0.350, 0.331, 0.445, 0.335, 0.453, 0.286, 0.204, 0.277, 0.479, -0.317, 0.489, -0.531, -0.508, -0.923, 0.193, 0.262, -1.225, 0.372, 0.339, 0.362, 0.303, 0.266, 0.225], "spin_multiplicity": 1, "de_lowest_kcal_mol": 12.4, "charge": -1}

For each record above, in turn, the calculated Kohn-Sham gap values are 0.1557; 0.1860 Eh.